No. 1
24
Properties=species:S:1:pos:R:3:forces:R:3:mulliken_charge:R:1 method="wB97M-V/def2-TZVPD" orbital_gap_ev=8.734 max_force_ev_per_a=3.95 e_above_lowest_ev=4.392
C -1.0208 -0.9501 -2.8583 0.0 -1.0 -1.0 -0.191
C -1.6140 -0.5460 -1.6608 -2.1 -2.0 0.3 -0.560
C 0.3506 -0.6718 -3.0380 -1.3 0.7 -1.0 -0.734
C -0.8339 -0.0289 -0.6541 -1.9 1.1 1.4 -0.213
C 1.0141 0.1320 -2.1336 0.3 -1.6 0.4 -0.466
C 0.4754 0.2441 -0.8647 1.2 2.2 0.2 0.643
C 0.6635 3.0361 -0.2401 -0.6 -2.5 1.9 0.097
C 0.9785 -0.2987 2.0843 0.5 -1.0 -1.0 0.866
C 1.1989 1.1294 0.1286 -1.8 2.8 -1.8 0.533
C 0.9241 -0.0830 3.5756 -3.5 0.3 -1.8 -1.190
N 1.7296 3.5684 -0.6037 -1.7 0.1 0.2 -0.293
N 2.5311 1.4037 -0.3914 -0.7 -0.3 1.8 -0.170
N 2.7387 2.5328 -0.7695 2.4 0.2 -0.9 -0.426
O 0.9849 -1.3132 1.4331 0.1 0.8 1.2 -0.506
O 0.9879 0.9429 1.4883 0.7 0.7 -0.3 -0.323
H -1.5898 -1.5083 -3.6941 0.9 1.0 1.7 0.275
H -2.6817 -0.8837 -1.3698 1.7 1.0 -0.9 0.240
H 0.8286 -0.9189 -3.9785 -0.1 0.0 0.0 0.374
H -1.3184 0.4301 0.2571 0.5 -1.1 -0.8 0.259
H 1.9920 0.5194 -2.3303 0.4 -0.2 -0.2 0.463
H -0.3524 3.4823 0.0767 1.9 -0.6 -0.8 0.324
H -0.1062 -0.4307 3.8684 0.8 0.6 -0.1 0.264
H 1.0674 0.9440 3.7766 -0.2 1.1 0.3 0.326
H 1.5625 -0.6080 4.1549 2.3 -2.1 1.3 0.406

No. 2
74
Properties=species:S:1:pos:R:3:forces:R:3:mulliken_charge:R:1 method="wB97M-V/def2-TZVPD" orbital_gap_ev=3.995 total_charge=+3 max_force_ev_per_a=9.86 e_above_lowest_ev=6.272
Bi -0.8494 -0.6083 -0.2126 -0.9 -2.5 -3.4 1.192
P -0.3935 0.7494 1.5939 1.8 5.6 7.9 0.097
P -2.8291 0.5508 -0.5827 -7.3 4.5 -1.6 0.791
P 1.3360 -1.3736 -0.2073 8.5 -2.8 -0.1 0.751
H -0.8983 0.9868 -2.5807 0.2 -0.2 0.0 0.376
C -0.3355 0.1327 -2.1990 1.2 2.2 -1.4 -0.586
C -0.9341 -1.1911 -2.2944 -0.7 -1.9 -1.4 -1.186
H -1.9256 -1.2865 -2.7284 0.2 0.0 0.0 0.658
C 0.3939 2.4143 1.3173 0.0 -0.4 -1.3 -1.220
C -1.7591 1.3057 2.7277 -0.7 -0.6 -0.6 -1.088
C 0.7306 0.1812 2.9634 0.2 -0.9 -0.6 -1.121
C -3.7266 0.2784 -2.1781 0.7 -0.7 -0.2 -1.435
C -4.3133 0.4512 0.5278 0.6 -0.7 0.4 -1.323
C -2.6644 2.3917 -0.7002 0.9 -0.2 0.3 -1.249
C 1.9433 -2.3245 -1.6747 -1.0 0.1 -0.4 -1.441
C 2.0010 -2.5082 1.0983 -1.0 0.0 0.3 -1.317
C 2.6601 -0.0807 -0.1898 -0.8 0.6 0.1 -1.676
H 0.7246 0.2445 -2.4346 -0.3 0.0 -0.1 0.440
H -0.3058 -2.0294 -2.5825 -0.1 0.1 0.0 0.450
H 0.5530 2.9586 2.2568 -0.2 -0.5 0.0 0.500
H -0.2407 3.0107 0.6577 0.1 0.0 0.1 0.322
H 1.3535 2.2787 0.8126 0.0 0.1 0.1 0.284
H -1.3604 1.9149 3.5471 0.2 -0.2 -0.3 0.572
H -2.2567 0.4259 3.1472 0.0 0.2 0.1 0.338
H -2.5039 1.8958 2.1895 0.1 0.0 0.2 0.420
H 0.7899 0.9392 3.7529 -0.2 0.0 -0.4 0.608
H 1.7401 -0.0059 2.5912 -0.1 0.1 0.1 0.413
H 0.3421 -0.7478 3.3898 0.2 0.1 0.1 0.340
H -4.6056 0.9305 -2.2191 0.2 0.0 0.3 0.490
H -4.0493 -0.7639 -2.2507 -0.1 0.1 0.0 0.413
H -3.0773 0.5016 -3.0280 -0.2 0.1 0.0 0.475
H -4.9661 1.3165 0.3676 0.3 -0.1 -0.1 0.449
H -4.0203 0.4113 1.5771 -0.2 0.0 0.0 0.347
H -4.8743 -0.4553 0.2913 0.1 0.0 0.0 0.463
H -3.5949 2.8500 -1.0544 0.1 -0.3 0.1 0.544
H -1.8522 2.6289 -1.3916 -0.1 0.1 0.0 0.316
H -2.4164 2.8136 0.2762 -0.1 0.1 -0.1 0.384
H 3.0036 -2.5636 -1.5412 -0.2 0.2 0.3 0.507
H 1.8233 -1.7348 -2.5868 0.1 -0.1 0.1 0.475
H 1.3771 -3.2528 -1.7852 0.1 0.0 0.0 0.461
H 3.0777 -2.6600 0.9631 -0.2 0.2 -0.2 0.459
H 1.5006 -3.4777 1.0275 0.0 0.1 0.0 0.452
H 1.8198 -2.1032 2.0945 0.1 -0.1 0.0 0.375
H 3.6516 -0.5250 -0.3325 -0.3 -0.1 0.0 0.596
H 2.6515 0.4627 0.7573 0.2 0.0 -0.1 0.519
H 2.4596 0.6320 -0.9939 0.2 0.0 0.1 0.446
C 5.1774 4.0950 0.0226 0.1 0.0 -0.3 0.557
C 5.5615 5.3334 -0.4999 -0.1 -0.3 0.0 -0.535
C 5.8080 5.4604 -1.8670 -0.1 -0.2 0.1 -0.533
C 5.6740 4.3617 -2.7153 -0.1 -0.1 0.2 -0.586
C 5.2896 3.1289 -2.1821 0.0 0.2 0.0 -0.324
C 5.0405 2.9879 -0.8194 0.0 0.4 0.0 -0.252
O 4.9207 3.9063 1.3603 -0.1 0.4 -0.1 -0.519
H 5.0530 4.7493 1.8233 0.0 -0.3 -0.1 0.303
H 5.6669 6.1929 0.1600 0.0 -0.1 -0.1 0.299
H 6.1061 6.4257 -2.2662 0.0 -0.2 0.1 0.377
H 5.8666 4.4636 -3.7787 0.0 0.0 0.2 0.388
H 5.1820 2.2657 -2.8331 0.1 0.1 0.0 0.359
H 4.7414 2.0349 -0.3945 0.1 0.0 0.0 0.451
N -2.5784 -3.5269 2.6328 1.2 1.8 1.6 0.018
C -1.8869 -2.4292 2.2553 0.0 -0.1 -0.2 -1.100
N -1.8187 -2.2877 0.9069 -0.4 -0.7 4.3 0.204
C -2.5173 -3.3472 0.4354 -0.5 -0.7 -2.1 0.544
C -2.8105 -3.7133 -0.8798 -1.0 -1.4 -0.3 -0.664
C -3.5885 -4.8672 -1.0907 0.6 0.9 0.6 -0.964
C -4.0539 -5.6276 0.0033 0.4 0.6 0.9 -0.617
C -3.7444 -5.2401 1.3179 -0.4 -0.6 -1.2 -1.102
C -2.9746 -4.0917 1.4875 -1.8 -2.8 -0.6 1.094
H -2.7748 -3.8499 3.6064 0.3 0.5 -1.2 0.358
H -1.4597 -1.7499 2.9608 0.2 0.1 0.3 0.481
H -2.4716 -3.1493 -1.7216 0.2 0.2 -0.3 0.312
H -3.8349 -5.1709 -2.1000 0.0 0.0 0.0 0.476
H -4.6547 -6.5103 -0.1713 0.0 0.0 0.0 0.445
H -4.0994 -5.8095 2.1673 0.0 0.0 0.0 0.449

No. 3
14
Properties=species:S:1:pos:R:3:forces:R:3:mulliken_charge:R:1 method="wB97M-V/def2-TZVPD" orbital_gap_ev="7.710 / 7.707" max_force_ev_per_a=0.77 e_above_lowest_ev=3.995
C 0.4712 -1.3120 -0.3802 0.0 -0.1 0.0 -0.950
N 0.3754 0.0120 0.2234 0.0 0.1 -0.2 0.138
C 0.1926 0.0939 1.6634 0.0 0.1 0.1 -0.902
C 0.1171 1.0498 -0.5731 0.0 -0.1 0.3 -0.409
C -0.8253 0.8767 -1.7137 0.0 -0.4 -0.6 0.227
N -1.1808 0.2568 -2.6792 0.2 0.4 0.6 -0.642
H 0.5595 -2.0608 0.4092 0.0 0.1 -0.1 0.337
H 1.3510 -1.3664 -1.0260 -0.1 0.0 0.1 0.283
H -0.4125 -1.5153 -1.0000 0.1 0.0 0.1 0.380
H -0.7857 -0.3223 1.9421 0.1 0.1 0.0 0.351
H 0.2237 1.1402 1.9755 0.0 -0.2 -0.1 0.303
H 0.9769 -0.4601 2.1865 -0.1 0.1 -0.1 0.319
H 0.2344 2.0492 -0.1645 -0.1 -0.1 -0.1 0.413
H -1.4899 1.5018 -0.9375 -0.1 0.0 0.0 0.153

No. 4
46
Properties=species:S:1:pos:R:3:forces:R:3:mulliken_charge:R:1 method="wB97M-V/def2-TZVPD" smiles="Cc1cc(C(=O)COC(=O)[C@H](C)NC(N)=O)c(C)n1Cc1ccco1" orbital_gap_ev=8.488 max_force_ev_per_a=0.83 e_above_lowest_ev=1.926
C 4.4561 0.7935 -0.1511 -0.1 -0.1 0.0 -1.499
C 3.0503 1.2093 0.0980 0.3 0.4 -0.3 0.976
C 2.4070 2.3479 -0.2750 -0.1 -0.2 0.1 -1.594
C 1.0667 2.2712 0.2071 0.6 -0.5 0.2 1.018
C 0.9591 1.0669 0.8969 -0.3 0.5 0.0 0.785
N 2.1662 0.4443 0.8254 0.0 0.3 0.1 0.372
C 2.4701 -0.8740 1.3384 0.1 -0.4 -0.3 -1.582
C 2.3234 -1.9253 0.2816 -0.8 -0.2 0.2 0.182
C 1.2322 -2.6013 -0.1773 0.5 0.3 0.4 0.314
C 1.7023 -3.4485 -1.2116 0.5 0.0 -0.2 -0.859
C 3.0391 -3.2239 -1.3048 -0.6 -0.5 -0.4 -0.451
O 3.4277 -2.3026 -0.4074 0.3 0.2 0.2 -0.366
H 3.7974 -3.6388 -1.9389 0.2 0.0 0.0 0.466
H 1.1212 -4.1297 -1.7984 -0.1 -0.2 -0.2 0.455
H 0.2269 -2.5233 0.1827 -0.2 0.1 0.1 0.733
H 1.7918 -1.1006 2.1619 0.1 0.0 -0.1 0.502
H 3.5001 -0.8802 1.7051 -0.2 0.0 0.1 0.388
C -0.1266 0.5297 1.7583 0.0 -0.2 -0.1 -1.978
H 0.2532 0.3386 2.7635 -0.1 0.0 0.1 0.558
H -0.5282 -0.4071 1.3706 -0.1 0.0 0.1 0.248
H -0.9380 1.2428 1.8499 -0.1 0.0 0.0 0.379
C 0.1136 3.3231 -0.0724 -0.6 -0.1 -0.1 0.283
O 0.4392 4.4721 -0.2947 -0.1 -0.1 0.0 -0.636
C -1.3721 2.9557 -0.1583 -0.1 0.7 0.2 -0.662
H -1.8731 3.7078 -0.7780 0.1 -0.1 0.1 0.380
H -1.8344 2.9735 0.8362 0.1 0.0 -0.1 0.413
O -1.5443 1.6709 -0.7502 0.3 0.0 -0.2 -0.278
C -2.5739 0.9407 -0.3505 -0.3 -0.5 0.1 0.575
O -3.3873 1.2744 0.4737 0.0 0.1 0.0 -0.642
C -2.6170 -0.4049 -1.0778 0.1 0.0 0.1 0.782
N -3.4878 -1.3149 -0.3669 -0.1 0.1 -0.3 -0.244
C -2.9849 -2.0250 0.6935 -0.4 -0.1 -0.1 0.485
O -1.7932 -2.1631 0.8947 0.4 -0.1 0.1 -0.628
N -3.9248 -2.6069 1.4838 -0.2 -0.1 0.2 -0.425
H -4.9023 -2.5816 1.2600 0.0 0.0 0.0 0.162
H -3.6100 -3.2450 2.1924 0.0 0.1 0.0 0.261
H -4.4419 -0.9933 -0.2853 0.1 0.0 0.1 0.303
C -3.0995 -0.2006 -2.5116 0.1 0.0 0.2 -1.726
H -2.4106 0.4524 -3.0391 0.0 0.1 -0.1 0.373
H -4.0895 0.2513 -2.5170 -0.1 0.1 0.0 0.385
H -3.1472 -1.1576 -3.0241 0.0 -0.1 0.0 0.423
H -1.6110 -0.8352 -1.0718 -0.1 0.1 0.0 -0.051
H 2.8009 3.1601 -0.8509 0.2 0.2 -0.1 0.489
H 4.9377 1.5327 -0.7846 0.0 0.0 0.0 0.379
H 5.0161 0.7266 0.7831 0.1 0.0 0.0 0.286
H 4.5024 -0.1756 -0.6448 0.1 0.0 0.0 0.271